Below is a structure of composition C14H8Cl2IN2OPdTe4 in a non-equilibrium geometry, with properties calculated with wB97M-V/def2-TZVPD.

The geometry in XYZ format:
```
33
Properties=species:S:1:pos:R:3:forces:R:3
Pd 2.0269 1.9980 -0.5794 0.179 0.537 -0.301
Te 4.4530 2.7879 -0.3018 0.364 -0.798 0.978
Te 5.6559 4.5336 -1.8773 -0.407 0.465 -0.654
Te 3.2193 5.8694 -2.5285 0.634 -0.221 -0.264
Te 1.7265 4.5297 -0.8156 -0.830 0.116 0.445
Cl 0.5553 0.0544 4.2870 0.012 -0.005 0.012
C -0.4045 0.3291 2.8621 -0.007 0.033 -0.032
C -1.7308 -0.0857 2.8654 0.014 -0.013 0.010
C -2.5320 0.0917 1.7678 -0.027 -0.007 -0.016
Cl -4.1956 -0.4605 1.8150 0.028 0.007 -0.001
C -2.0217 0.7014 0.6023 -0.007 0.008 0.006
C -2.7716 0.9069 -0.5755 -0.014 -0.015 -0.001
C -2.1827 1.4754 -1.6682 -0.005 0.002 -0.008
C -0.8325 1.8424 -1.5983 0.028 0.003 -0.005
N -0.1115 1.6625 -0.5132 0.062 -0.064 -0.097
C -0.6650 1.1145 0.5961 0.016 0.031 0.008
C 0.2223 0.9482 1.7536 -0.017 -0.067 0.007
O 1.4208 1.3100 1.7234 -0.001 -0.047 0.002
H -2.1304 -0.5585 3.7530 0.001 -0.001 -0.001
H -3.8107 0.6063 -0.5966 0.001 0.005 0.002
H -2.7361 1.6474 -2.5814 0.002 -0.003 -0.001
H -0.3304 2.2970 -2.4421 0.001 0.011 0.007
I 3.0924 -0.6238 -0.5697 0.066 0.119 -0.183
C 1.5349 -2.0280 -0.5718 -0.084 -0.097 0.096
C 1.8443 -3.3834 -0.6321 -0.060 0.026 0.015
C 0.7902 -4.2788 -0.5931 -0.017 0.006 0.001
C -0.5076 -3.7950 -0.4950 0.010 -0.005 0.002
C -0.6961 -2.4241 -0.4480 0.003 -0.030 -0.003
N 0.3110 -1.5524 -0.4910 0.053 0.012 -0.026
H 2.8707 -3.7141 -0.6998 0.002 -0.002 0.000
H 0.9805 -5.3440 -0.6321 0.001 -0.001 -0.001
H -1.3562 -4.4637 -0.4508 0.001 -0.002 0.000
H -1.6885 -1.9940 -0.3645 -0.002 -0.003 0.003
```
Forces are in eV/Å.

Kohn-Sham gap = 0.195 Eh
Net charge = -1

---

Below is a structure of composition C14H8F12I2NOTcTe in a non-equilibrium geometry, with properties calculated with wB97M-V/def2-TZVPD.

The geometry in XYZ format:
```
40
Properties=species:S:1:pos:R:3:forces:R:3
Tc 0.3619 0.1523 0.5025 0.373 -0.654 0.481
F 2.0784 0.4154 5.5349 0.007 -0.008 0.000
C 2.3356 0.6491 4.2534 -0.059 0.004 0.019
C 1.3231 0.4517 3.3231 -0.114 -0.030 -0.007
C 1.6199 0.7176 2.0031 -0.407 -0.118 -0.048
C 2.8802 1.1635 1.5807 -0.015 0.036 -0.189
C 3.8485 1.3156 2.5593 0.084 0.081 0.049
F 5.0754 1.7207 2.2171 -0.011 0.006 0.007
C 3.5983 1.0703 3.8957 0.137 0.013 0.063
C 3.0219 1.4206 0.1446 -0.165 -0.014 0.198
C 4.1301 1.8983 -0.5333 0.155 0.060 -0.071
C 4.0476 2.1084 -1.9003 -0.049 -0.007 0.008
C 2.8590 1.8547 -2.5758 0.126 0.047 -0.040
C 1.7911 1.3861 -1.8516 -0.033 -0.087 0.146
N 1.8741 1.1674 -0.5279 -0.036 0.267 -0.358
H 0.3570 0.0838 3.6483 0.046 0.013 -0.005
H 4.3764 1.2018 4.6359 -0.033 0.005 -0.026
H 5.0415 2.1081 0.0033 -0.006 -0.027 -0.011
H 4.9096 2.4777 -2.4396 0.001 -0.002 0.010
H 2.7613 2.0165 -3.6393 0.011 0.006 0.017
H 0.8386 1.1739 -2.3251 0.007 -0.033 0.042
I -1.4508 2.2172 0.6986 0.052 0.273 0.033
C -3.4923 1.4709 0.5859 0.016 -0.120 0.112
I -4.0511 -0.0497 1.9064 0.030 0.001 0.065
H -3.6327 1.1747 -0.4445 0.016 -0.022 -0.034
H -4.0405 2.3671 0.8450 -0.018 0.085 -0.131
F 0.3187 -3.7373 1.0195 0.687 0.401 -0.028
Te -1.0774 -2.8558 0.1987 -1.607 -0.588 0.200
F -1.6302 -4.5683 -0.2603 0.258 -0.123 -0.409
F 1.3941 -1.4276 0.3739 0.114 0.374 -0.174
F -2.7150 -2.3872 -0.5703 -0.217 0.259 -0.138
F -1.9968 -3.1683 1.7722 -0.013 0.047 0.127
O -1.0698 -1.0435 0.8638 0.679 0.032 -0.357
F -1.0673 -1.3440 -2.2582 0.093 0.077 -0.079
C -0.3002 -2.3892 -1.9085 -0.056 -0.376 0.020
F 0.9685 -2.0032 -1.9929 0.034 -0.063 0.188
C -0.4837 -3.5931 -2.8965 0.013 0.163 0.470
F 0.1412 -4.6438 -2.3786 -0.014 0.000 -0.115
F 0.0867 -3.2712 -4.0527 -0.047 0.047 -0.058
F -1.7600 -3.8552 -3.0910 -0.040 -0.025 0.023
```
Forces are in eV/Å.

Kohn-Sham gap (alpha / beta) = 0.303 / 0.250 Eh
<S²> = 3.785
Net charge = +1
Multiplicity = 4
Relative energy (zero: lowest compared OMol25 entry of this formula, charge and spin) = 19.4 kcal per mole

---

Below is a structure of composition C14H8O2Rb in a non-equilibrium geometry, with properties calculated with wB97M-V/def2-TZVPD.

The geometry in XYZ format:
```
25
Properties=species:S:1:pos:R:3:forces:R:3
Rb 0.7351 -3.7001 -3.8789 0.015 -0.076 -0.023
C -0.0685 -3.1030 2.0111 0.136 1.208 0.953
C 0.2778 -2.2445 3.0809 -0.357 0.336 -1.882
C 0.5856 -0.8951 2.7775 -0.045 -0.090 -0.500
C 0.5431 -0.3357 1.4489 0.606 -1.900 1.446
C 0.3503 -1.3173 0.4028 -0.115 2.896 -0.530
C -0.0340 -2.5946 0.7293 -0.299 -1.402 -0.344
C 0.3191 -0.8201 -1.0308 -1.304 -1.213 0.914
O 0.1875 -1.5226 -2.0257 0.635 -0.280 0.258
C 0.0929 0.6235 -1.2287 -0.885 2.071 -0.366
C -0.4510 1.1369 -2.5440 0.481 2.393 1.409
C -0.7280 2.5177 -2.6292 0.214 -0.801 -0.401
C -0.6565 3.4007 -1.5413 0.252 -1.023 -2.598
C -0.1710 2.8758 -0.3560 -0.807 0.573 1.929
C 0.1736 1.5666 -0.1612 0.773 -0.782 -0.587
C 0.6140 1.1616 1.2223 -0.144 -0.093 1.918
O 0.8117 1.9829 2.1197 -0.308 -1.711 -2.210
H -0.4385 -4.1072 2.1561 0.096 -0.021 0.206
H 0.1741 -2.5826 4.1014 0.336 0.094 0.083
H 0.8579 -0.3262 3.6542 -0.165 0.702 -0.268
H -0.4504 -3.2687 -0.0046 0.373 0.128 -0.574
H -0.6163 0.6493 -3.4934 0.353 -0.947 0.439
H -0.9336 2.8973 -3.6192 -0.437 0.089 0.025
H -0.8861 4.4487 -1.6652 -0.091 0.060 0.122
H -0.2885 3.5566 0.4741 0.687 -0.212 0.580
```
Forces are in eV/Å.

Kohn-Sham gap (alpha / beta) = 0.268 / 0.161 Eh
<S²> = 0.776
Net charge = +2
Multiplicity = 2

---

Below is a structure of composition C14H9ClF3FeIN2O3S2 in a non-equilibrium geometry, with properties calculated with wB97M-V/def2-TZVPD.

The geometry in XYZ format:
```
36
Properties=species:S:1:pos:R:3:forces:R:3
Fe -0.9435 0.6139 -0.1603 0.108 -0.512 0.195
Cl 3.7065 0.2183 5.0192 -0.070 -0.237 -0.439
C 2.9419 0.0328 3.4834 2.016 -0.355 0.664
C 3.6406 -0.5944 2.4419 0.250 -0.069 0.946
C 3.0416 -0.7174 1.2178 0.677 -0.124 -0.933
I 4.0941 -1.4837 -0.3472 0.325 -0.393 -0.432
C 1.7633 -0.1713 0.8927 0.078 0.835 2.739
O 1.2054 -0.2130 -0.1862 -1.104 -0.273 -1.541
C 1.1186 0.5298 2.0428 -0.901 0.669 -1.072
N -0.0634 1.1464 1.7245 1.093 -1.263 0.262
C -0.7412 1.6980 2.6947 -0.399 0.987 0.871
C -0.3609 1.7501 4.0354 3.723 -2.305 -1.795
C 0.8832 1.1767 4.3343 -0.995 0.869 -0.863
C 1.6896 0.6221 3.3106 -1.917 -0.134 -0.191
H 4.6639 -0.9936 2.6029 -0.929 0.382 -0.007
H -1.6128 2.2247 2.4219 -1.099 0.290 -0.460
H -0.8471 2.2263 4.7917 -1.776 1.194 1.638
H 1.2392 1.2394 5.3313 0.397 -0.098 0.704
S -0.5726 2.0985 -1.9304 -0.205 0.075 -0.096
C -0.2794 1.0492 -3.2145 0.228 -1.081 -0.576
N -0.2098 -0.3009 -3.2561 0.577 1.836 -0.254
C 0.5273 -0.7722 -4.4426 -2.577 -1.313 -0.459
C -0.0332 0.1179 -5.5804 -1.536 -1.018 2.802
S 0.0577 1.7415 -4.7954 -0.048 0.248 0.344
H -0.2510 -0.8907 -2.4376 -0.189 0.195 0.220
H 0.1878 -1.8466 -4.5601 0.971 1.106 -0.175
H 1.5744 -0.6173 -4.2871 0.774 -0.234 -0.049
H -1.1231 -0.1161 -5.6833 0.953 0.109 -0.304
H 0.5042 -0.0262 -6.4568 0.916 0.251 -1.643
F -5.2966 -1.0217 0.0477 -0.211 0.747 0.149
C -4.1953 -1.7310 0.2448 -0.147 -0.870 -1.417
F -4.2062 -2.2381 1.4432 0.088 -0.088 1.704
F -4.2696 -2.7692 -0.5906 0.310 -0.206 -0.581
C -2.9261 -0.9040 -0.0029 -0.680 0.562 0.451
O -2.7111 0.0162 0.8248 0.427 0.530 0.468
O -2.1963 -1.0946 -0.9741 0.869 -0.318 -0.869
```
Forces are in eV/Å.

Kohn-Sham gap (alpha / beta) = 0.285 / 0.239 Eh
<S²> = 8.793
Net charge = +1
Multiplicity = 6
Relative energy (zero: lowest compared OMol25 entry of this formula, charge and spin) = 8.6 kcal per mole

---

| no. | calculated total energy (eV) |
| --- | --- |
| 1 | -85477.4664 |
| 2 | -76480.7699 |
| 3 | -19380.6434 |
| 4 | -108615.4887 |